No. 1
150
Properties=species:S:1:pos:R:3:mulliken_charge:R:1 method="wB97M-V/def2-TZVPD" multiplicity=2 s_squared=0.75 e_homo_ev="-11.097 / -11.097" total_charge=+1 homo_lumo_gap_ev="8.8 / 2.5"
C -0.79 2.03 -0.61 -0.585
O 0.48 1.34 -0.53 0.020
P 0.51 -0.19 0.00 0.691
O -0.50 -0.45 1.10 -0.302
O 0.44 -1.05 -1.33 -0.135
C -0.09 -2.34 -1.28 -0.398
O 2.11 -0.35 0.46 -0.338
C 2.60 -1.60 1.08 -0.470
H -0.88 2.54 -1.57 0.051
H -0.76 2.80 0.15 -0.160
H -1.61 1.32 -0.49 0.477
H -0.12 -2.88 -2.22 -0.154
H -1.11 -2.24 -0.89 0.302
H 0.52 -2.91 -0.58 0.182
H 2.27 -2.59 0.75 0.230
H 2.50 -1.55 2.17 0.321
H 3.67 -1.49 0.93 0.138
C 3.54 0.21 -7.72 -0.745
O 4.27 -0.90 -7.41 -0.294
P 4.39 -1.35 -5.86 1.034
O 4.62 -0.22 -4.92 -0.668
O 5.58 -2.45 -5.91 -0.350
C 6.85 -1.97 -6.32 -0.747
O 3.10 -2.30 -5.59 -0.253
C 2.67 -2.57 -4.27 -0.634
H 2.74 -0.07 -8.41 0.287
H 4.17 0.89 -8.30 0.284
H 3.18 0.89 -6.96 0.313
H 7.07 -2.39 -7.30 0.301
H 7.63 -2.51 -5.79 0.282
H 7.07 -0.90 -6.21 0.336
H 2.83 -1.82 -3.49 0.399
H 2.97 -3.59 -4.01 0.328
H 1.59 -2.71 -4.32 0.114
C -2.58 3.28 6.82 -0.667
O -2.84 1.89 6.40 -0.331
P -4.01 1.42 5.45 0.958
O -4.78 2.56 4.92 -0.730
O -4.75 0.27 6.31 -0.313
C -5.64 -0.61 5.60 -0.667
O -3.18 0.66 4.31 -0.066
C -2.12 1.36 3.74 -0.927
H -3.31 4.04 6.54 0.355
H -1.63 3.57 6.37 0.158
H -2.47 3.41 7.89 0.290
H -5.14 -1.06 4.74 0.269
H -6.45 0.00 5.20 0.345
H -6.06 -1.27 6.36 0.217
H -1.11 1.10 4.05 0.273
H -2.35 2.40 3.50 0.472
H -2.23 0.95 2.74 0.398
C 0.60 -6.10 -5.13 -0.671
O -0.05 -5.25 -4.06 -0.155
P -1.57 -5.52 -3.52 1.022
O -1.92 -4.96 -2.14 -0.680
O -2.47 -4.82 -4.69 -0.206
C -3.79 -5.02 -4.92 -0.723
O -1.69 -7.13 -3.72 -0.352
C -2.56 -7.88 -2.82 -0.762
H 0.05 -6.99 -5.44 0.333
H 1.52 -6.42 -4.64 0.264
H 0.93 -5.40 -5.90 0.266
H -4.44 -4.15 -4.99 0.180
H -4.29 -5.47 -4.06 0.360
H -4.02 -5.48 -5.88 0.269
H -3.30 -8.55 -3.26 0.263
H -2.98 -7.21 -2.07 0.323
H -1.83 -8.39 -2.20 0.326
C 1.63 -5.63 6.41 -0.689
O 0.62 -5.25 5.54 -0.381
P 0.38 -3.66 5.27 0.870
O 1.68 -2.95 5.25 -0.515
O -0.46 -3.78 3.83 -0.342
C -0.36 -2.71 2.94 -0.489
O -0.68 -3.23 6.42 -0.363
C -1.87 -2.46 6.10 -0.682
H 2.52 -6.05 5.93 0.261
H 1.31 -6.49 7.01 0.276
H 1.94 -4.81 7.06 0.306
H 0.42 -1.98 3.12 0.161
H -1.29 -2.14 2.86 0.326
H -0.10 -3.12 1.97 0.241
H -1.71 -1.44 5.77 0.300
H -2.47 -2.41 7.00 0.316
H -2.44 -3.01 5.35 0.353
C 2.26 5.03 -1.78 -0.687
C 1.66 4.12 -2.86 -0.209
C 0.33 4.80 -3.26 -0.616
O -0.11 5.34 -2.04 -0.395
C 0.94 5.23 -1.00 0.797
H 2.58 6.02 -2.11 0.375
H 3.15 4.61 -1.32 0.314
H 1.43 3.17 -2.37 -0.212
H 2.20 3.94 -3.79 0.514
H -0.31 4.01 -3.66 0.308
H 0.62 5.54 -4.01 0.394
H 0.57 4.40 -0.39 -0.867
H 1.03 6.19 -0.49 0.396
C 7.20 -0.52 3.27 -0.542
C 6.97 -0.28 4.71 -0.465
C 5.54 -0.54 4.94 -0.464
O 5.00 -0.06 3.71 -0.297
C 5.80 -0.72 2.68 -0.394
H 7.89 -1.33 3.02 0.358
H 7.66 0.39 2.89 0.193
H 7.19 0.77 4.90 0.232
H 7.63 -0.89 5.34 0.307
H 5.01 -0.03 5.74 0.309
H 5.33 -1.58 5.16 0.232
H 5.57 -0.22 1.74 0.279
H 5.40 -1.72 2.51 0.303
C 2.07 2.77 2.61 -0.008
C 0.96 3.91 2.77 0.193
C 1.78 5.16 2.68 -0.518
O 2.69 4.86 1.65 -0.077
C 3.09 3.53 1.73 -0.121
H 1.81 1.83 2.13 -0.365
H 2.44 2.50 3.60 0.365
H 0.42 3.86 3.72 0.352
H 0.27 3.83 1.93 -0.251
H 2.24 5.40 3.64 0.384
H 1.15 6.03 2.52 0.398
H 4.14 3.35 1.97 0.426
H 3.04 3.15 0.71 0.161
C -3.96 5.56 -2.24 -0.340
C -3.91 4.57 -1.15 0.978
C -5.04 5.01 -0.26 -0.760
O -5.19 6.44 -0.41 -0.433
C -4.97 6.61 -1.86 -0.604
H -4.05 5.07 -3.21 0.376
H -2.96 6.00 -2.30 -0.017
H -2.99 4.64 -0.58 -0.295
H -4.03 3.52 -1.42 -0.339
H -4.91 4.71 0.78 0.457
H -5.92 4.46 -0.60 0.287
H -4.64 7.61 -2.15 0.384
H -5.94 6.32 -2.26 0.293
C -5.37 -0.24 -3.07 -0.784
C -4.24 -0.92 -3.64 -0.372
C -3.03 -0.43 -2.70 -0.152
O -3.59 0.63 -1.97 -0.189
C -4.77 1.08 -2.68 -0.537
H -5.88 -0.64 -2.20 0.315
H -6.08 -0.02 -3.87 0.386
H -4.20 -0.55 -4.66 0.367
H -4.28 -2.01 -3.60 0.092
H -2.17 -0.26 -3.35 0.213
H -2.75 -1.12 -1.91 0.098
H -4.51 1.73 -3.51 0.291
H -5.43 1.65 -2.03 0.284



No. 2
146
Properties=species:S:1:pos:R:3:mulliken_charge:R:1 method="wB97M-V/def2-TZVPD" e_homo_ev=-4.436 total_charge=-1 homo_lumo_gap_ev=6.4
C -0.46 4.89 3.26 -0.748
C -1.93 4.72 2.62 0.551
O -2.40 5.75 2.07 -0.460
O -2.64 3.47 2.63 -0.379
C -2.14 2.62 1.53 0.225
O -1.84 1.47 1.87 -0.383
C -2.07 3.31 0.12 -0.103
B -1.98 2.40 -1.23 0.194
C -0.48 2.42 -1.98 -1.552
C 0.80 1.97 -1.19 1.334
N 0.73 1.76 0.27 -0.007
N 1.41 0.79 -1.91 -0.742
N 1.85 3.07 -1.39 -0.852
O -2.75 3.17 -2.29 -0.782
C -4.16 3.12 -2.16 -0.256
C -4.84 2.29 -3.39 -0.584
N -6.27 1.97 -3.16 -0.232
C -6.34 0.65 -2.45 -1.180
C -7.81 -0.04 -2.52 0.815
C -7.55 -1.60 -2.15 -1.126
O -8.55 0.52 -1.40 -0.554
P -2.72 0.63 -1.21 0.493
O -3.96 0.42 -0.01 -0.556
Br -1.17 -0.93 -0.50 -0.376
H 0.35 4.43 2.60 0.127
H -0.19 6.00 3.40 0.296
H -0.50 4.42 4.30 0.302
H -1.10 3.95 0.14 0.131
H -2.90 4.11 0.11 0.376
H -0.34 3.52 -2.30 0.141
H -0.66 1.86 -2.98 0.264
H 0.90 2.61 0.82 0.009
H 1.41 1.07 0.62 0.004
H 1.92 0.19 -1.26 0.287
H 0.69 0.29 -2.44 0.284
H 2.79 2.69 -1.24 0.232
H 1.65 3.87 -0.78 0.314
H -4.59 2.84 -1.14 -0.037
H -4.54 4.20 -2.35 0.304
H -4.17 1.39 -3.65 0.291
H -4.77 2.99 -4.30 0.320
H -6.67 1.83 -4.11 0.298
H -5.56 -0.08 -2.85 0.316
H -6.19 0.88 -1.33 0.353
H -8.32 0.11 -3.53 0.249
H -7.49 -2.17 -3.14 0.260
H -6.54 -1.71 -1.62 0.236
H -8.39 -2.02 -1.50 0.344
H -8.25 1.43 -1.19 0.234
H -4.26 1.27 0.37 0.335
C 0.90 -1.98 2.64 -0.605
O 2.19 -1.48 2.30 -0.121
C 2.67 -0.51 3.23 -0.695
C 3.71 -1.12 4.17 -0.324
O 3.12 -2.08 5.04 -0.457
C 3.40 -3.41 4.62 -0.317
H 0.69 -2.83 2.00 0.181
H 0.86 -2.31 3.68 0.352
H 0.15 -1.21 2.46 0.112
H 1.84 -0.07 3.80 0.436
H 3.14 0.29 2.66 0.412
H 4.11 -0.32 4.80 0.446
H 4.54 -1.55 3.60 0.069
H 4.45 -3.65 4.82 0.330
H 3.17 -3.56 3.57 -0.026
H 2.78 -4.09 5.21 0.266
C -9.70 3.69 0.96 -0.899
O -9.33 3.80 -0.41 -0.184
C -10.18 4.70 -1.12 -0.522
C -9.48 6.04 -1.35 -0.508
O -9.29 6.74 -0.12 -0.402
C -7.95 6.66 0.35 -0.663
H -8.91 3.13 1.47 0.236
H -9.80 4.67 1.43 0.401
H -10.64 3.13 1.05 0.321
H -11.13 4.84 -0.60 0.351
H -10.39 4.25 -2.09 0.350
H -10.12 6.67 -1.98 0.365
H -8.53 5.90 -1.87 0.300
H -7.30 7.27 -0.28 0.348
H -7.59 5.62 0.36 0.249
H -7.92 7.05 1.37 0.247
C 2.54 -5.33 1.35 -0.619
O 3.61 -6.12 1.85 -0.256
C 3.52 -7.48 1.45 -0.785
C 4.49 -7.79 0.31 -0.236
O 4.11 -7.12 -0.89 -0.334
C 4.91 -5.97 -1.14 -0.708
H 2.77 -4.28 1.54 -0.136
H 2.40 -5.47 0.28 0.405
H 1.61 -5.58 1.88 0.418
H 2.49 -7.73 1.16 0.354
H 3.79 -8.09 2.31 0.385
H 4.45 -8.86 0.10 0.317
H 5.51 -7.54 0.59 0.304
H 5.91 -6.28 -1.45 0.323
H 4.97 -5.32 -0.26 0.207
H 4.45 -5.41 -1.95 0.279
C 9.44 -0.25 1.01 -0.700
O 9.67 -1.59 1.43 -0.375
C 9.48 -1.76 2.83 -0.565
C 8.14 -2.42 3.13 -0.509
O 7.05 -1.56 2.81 -0.311
C 6.43 -1.92 1.58 -0.882
H 9.42 -0.23 -0.08 0.245
H 8.49 0.14 1.38 0.285
H 10.26 0.39 1.35 0.333
H 9.57 -0.80 3.36 0.332
H 10.29 -2.41 3.18 0.371
H 8.09 -2.62 4.21 0.375
H 8.06 -3.38 2.61 0.348
H 5.86 -2.85 1.72 0.333
H 7.15 -2.05 0.78 0.477
H 5.74 -1.13 1.31 0.229
C 3.45 -10.15 -2.40 -0.657
O 4.53 -10.93 -1.90 -0.276
C 4.44 -12.30 -2.30 -0.604
C 5.40 -12.60 -3.43 -0.496
O 5.02 -11.94 -4.63 -0.377
C 5.82 -10.79 -4.89 -0.680
H 3.68 -9.10 -2.21 0.096
H 3.31 -10.29 -3.47 0.429
H 2.53 -10.40 -1.87 0.301
H 3.41 -12.55 -2.58 0.359
H 4.71 -12.90 -1.43 0.375
H 5.37 -13.68 -3.64 0.368
H 6.43 -12.35 -3.15 0.327
H 6.83 -11.09 -5.20 0.321
H 5.89 -10.14 -4.01 0.272
H 5.36 -10.23 -5.70 0.246
C -2.45 8.20 0.38 -0.800
O -2.78 9.58 0.29 -0.424
C -2.01 10.38 1.20 -0.468
C -0.89 11.12 0.47 -0.472
O 0.10 10.22 -0.01 -0.380
C -0.02 9.98 -1.41 -0.734
H -2.93 7.69 -0.46 0.312
H -1.37 8.04 0.31 0.331
H -2.83 7.78 1.31 0.433
H -1.61 9.77 2.01 0.269
H -2.70 11.11 1.63 0.394
H -0.40 11.79 1.18 0.365
H -1.30 11.73 -0.34 0.316
H 0.30 10.87 -1.96 0.323
H -1.04 9.72 -1.69 0.312
H 0.64 9.15 -1.67 0.256